Record 1
ORCA calculation (wB97M-V/def2-TZVPD) on a structure of composition C33H29Cl3IIrN3OSSbSi in a non-equilibrium geometry.

```
74
Properties=species:S:1:pos:R:3
Ir -1.712 0.504 1.148
C -3.407 3.582 3.698
C -3.104 2.488 2.739
N -2.045 1.753 2.768
N -1.199 1.849 3.850
C -0.036 1.345 3.710
O 0.379 0.806 2.507
C 0.869 1.251 4.862
C 1.711 0.149 4.993
C 2.511 0.028 6.118
C 2.471 1.001 7.106
C 1.621 2.094 6.981
C 0.816 2.219 5.865
C -4.001 2.151 1.621
C -5.229 2.749 1.434
C -6.022 2.369 0.358
C -5.560 1.385 -0.492
C -4.325 0.806 -0.247
N -3.554 1.178 0.775
H -2.729 3.535 4.544
H -4.434 3.514 4.056
H -3.286 4.547 3.201
H 1.710 -0.629 4.243
H 3.160 -0.831 6.224
H 3.101 0.906 7.981
H 1.585 2.844 7.759
H 0.151 3.064 5.755
H -5.567 3.505 2.127
H -6.983 2.836 0.196
H -6.136 1.059 -1.345
H -3.925 0.028 -0.875
Cl -2.841 -1.902 -1.890
Si -0.692 -1.021 -0.457
Cl 0.446 -3.594 -4.343
Cl -0.626 -3.261 -0.426
I 3.220 0.068 1.753
C 1.572 1.395 1.959
H 1.329 1.703 0.949
H 1.896 2.226 2.577
S -0.476 1.039 -0.738
Sb 0.901 -1.617 -3.156
C 0.354 -0.369 -4.776
C -0.673 0.554 -4.619
C -1.100 1.303 -5.709
C -0.503 1.127 -6.947
C 0.531 0.210 -7.101
C 0.960 -0.540 -6.018
C 3.006 -1.569 -3.068
C 3.783 -2.714 -3.200
C 5.161 -2.622 -3.059
C 5.754 -1.398 -2.780
C 4.976 -0.256 -2.646
C 3.598 -0.339 -2.789
C 1.242 -4.885 -0.441
C 0.010 -4.951 -0.818
C -2.227 -3.393 -1.119
C -1.619 -3.326 0.838
C 1.022 -2.754 0.262
C 1.923 -3.744 0.143
H -1.125 0.713 -3.646
H -1.901 2.021 -5.590
H -0.840 1.705 -7.797
H 0.996 0.075 -8.068
H 1.763 -1.256 -6.143
H 3.319 -3.671 -3.404
H 5.772 -3.508 -3.166
H 6.828 -1.334 -2.663
H 5.440 0.696 -2.425
H 2.993 0.556 -2.681
H -0.003 -2.992 -1.736
H -2.869 -4.258 -1.186
H -2.236 -2.753 1.521
H 1.146 -1.655 0.493
H 2.959 -3.792 0.445
```

Values from the calculation:
**Highest occupied orbital energy (spin up / spin down)**: -9.08 / -9.44 eV
**Relative energy (zero: lowest compared OMol25 entry of this formula, charge and spin)**: 2532.2 kJ/mol
**E_tot**: -114938.73272 eV
**Total charge**: +1
**Spin multiplicity**: 2



Record 2
ORCA calculation (wB97M-V/def2-TZVPD) on a structure of composition C23H16IMgNPS4Sb in a non-equilibrium geometry.

```
48
Properties=species:S:1:pos:R:3
Mg 2.739 1.314 -1.382
I 0.144 -0.003 -3.546
C -1.840 -0.232 -2.763
C -2.818 -0.278 -3.743
C -4.156 -0.439 -3.416
C -4.511 -0.572 -2.097
C -3.540 -0.537 -1.077
C -3.966 -0.692 0.255
C -3.067 -0.661 1.293
C -1.729 -0.456 1.011
C -1.246 -0.291 -0.284
P 0.594 0.023 -0.264
C 0.480 1.451 0.876
C -0.323 2.481 0.381
C -0.476 3.664 1.075
C 0.154 3.830 2.298
C 0.979 2.830 2.781
C 1.172 1.663 2.064
C 0.970 -1.532 0.639
C 1.364 -1.709 1.959
C 1.629 -2.977 2.445
C 1.485 -4.089 1.634
C 1.072 -3.924 0.321
C 0.827 -2.658 -0.173
C -2.147 -0.346 -1.383
H -2.533 -0.190 -4.781
H -4.897 -0.463 -4.202
H -5.545 -0.709 -1.812
H -5.021 -0.837 0.444
H -3.397 -0.788 2.315
H -1.029 -0.417 1.834
H -0.810 2.356 -0.580
H -1.072 4.461 0.652
H 0.017 4.742 2.865
H 1.501 2.961 3.720
H 1.903 0.952 2.413
H 1.489 -0.865 2.617
H 1.961 -3.090 3.469
H 1.700 -5.075 2.024
H 0.953 -4.785 -0.322
H 0.528 -2.527 -1.209
S 6.903 2.017 -0.956
Sb 5.503 0.171 -0.955
S 3.808 0.467 0.673
S 4.162 0.089 -2.918
S 6.717 -1.755 -0.590
N 1.440 4.225 -1.902
C 1.927 3.200 -1.701
```

Values from the calculation:
**Highest occupied orbital energy**: -1.08 eV
**E_tot**: -98318.79421 eV
**Total charge**: -2
**Spin multiplicity**: 1



Record 3
ORCA calculation (wB97M-V/def2-TZVPD) on a cluster of 2 separate species, C7H12 in total.

```
19
Properties=species:S:1:pos:R:3
C 1.575 1.131 -2.482
C 0.024 0.920 -0.242
C -0.889 -0.189 -0.627
C -0.548 -0.396 0.865
C -1.413 -0.067 2.038
C -1.021 -1.490 1.780
C 0.900 0.078 0.614
H 1.220 1.517 -3.438
H 1.523 0.038 -2.478
H 2.601 1.453 -2.290
H 0.934 1.560 -1.697
H -1.898 0.095 -0.932
H -0.517 -1.057 -1.187
H -2.434 0.236 1.824
H -0.942 0.460 2.863
H -1.766 -2.173 1.382
H -0.274 -1.949 2.421
H 1.466 -0.762 0.189
H 1.459 0.595 1.397
```

Values from the calculation:
**Highest occupied orbital energy**: -8.01 eV
**Relative energy (zero: lowest compared OMol25 entry of this formula, charge and spin)**: 504.4 kJ/mol
**E_tot**: -7448.20346 eV
**Spin multiplicity**: 1



Record 4
ORCA calculation (wB97M-V/def2-TZVPD) on a structure of composition C38H37N2O2SSi2TcTe in a non-equilibrium geometry.

```
84
Properties=species:S:1:pos:R:3
Tc 0.057 -0.092 -0.194
C 2.841 1.685 -0.197
O 1.980 0.798 0.511
C 1.962 0.890 1.886
C 3.003 1.409 2.638
C 2.911 1.444 4.022
C 1.777 0.966 4.661
C 0.729 0.462 3.919
C 0.794 0.422 2.524
N -0.252 -0.029 1.731
N -1.248 -0.541 2.395
C -2.375 -0.928 1.800
C -2.639 -0.920 0.393
O -1.765 -0.666 -0.532
C -3.953 -1.236 -0.054
C -4.943 -1.584 0.802
C -4.699 -1.676 2.197
C -5.718 -2.055 3.085
C -5.478 -2.136 4.432
C -4.198 -1.880 4.927
C -3.185 -1.510 4.077
C -3.413 -1.378 2.700
H 3.860 1.298 -0.207
H 2.821 2.681 0.248
H 2.450 1.735 -1.213
H 3.890 1.780 2.150
H 3.715 1.870 4.602
H 1.702 1.003 5.738
H -0.172 0.103 4.392
H -4.119 -1.192 -1.121
H -5.936 -1.800 0.437
H -6.697 -2.270 2.681
H -6.265 -2.414 5.116
H -4.001 -1.990 5.984
H -2.193 -1.319 4.454
C 0.110 3.579 0.873
Si -0.608 2.316 -0.402
C -2.526 2.440 -0.228
C -0.232 2.976 -2.154
C -0.373 4.326 -2.455
C -0.248 4.782 -3.756
C -0.003 3.873 -4.771
C 0.156 2.530 -4.474
C 0.064 2.063 -3.169
Si 0.251 0.176 -2.755
C 1.849 -0.301 -3.732
C -1.236 -0.604 -3.710
H -0.626 4.340 1.110
H 0.970 4.089 0.453
H 0.410 3.115 1.806
H -2.865 3.462 -0.380
H -2.877 2.110 0.747
H -3.005 1.819 -0.979
H -0.586 5.030 -1.664
H -0.353 5.835 -3.980
H 0.064 4.212 -5.796
H 0.342 1.830 -5.275
H 1.830 0.069 -4.750
H 1.974 -1.378 -3.782
H 2.741 0.099 -3.257
H -1.196 -0.376 -4.771
H -2.171 -0.212 -3.321
H -1.269 -1.681 -3.592
Te 3.186 -2.399 -0.984
C 4.708 -0.972 -0.544
C 5.243 -0.600 0.655
C 6.401 0.200 0.522
C 6.748 0.404 -0.773
S 5.665 -0.371 -1.855
H 4.825 -0.865 1.611
H 6.947 0.601 1.356
H 7.583 0.948 -1.167
C 1.201 -1.598 -0.833
C 0.430 -2.843 -0.923
C 0.327 -3.567 -2.113
C -0.394 -4.744 -2.173
C -1.007 -5.246 -1.036
C -0.884 -4.562 0.162
C -0.182 -3.375 0.217
H 0.816 -3.188 -2.996
H -0.463 -5.280 -3.108
H -1.566 -6.169 -1.064
H -1.332 -4.961 1.060
H -0.086 -2.860 1.164
```

Values from the calculation:
**Highest occupied orbital energy**: -7.39 eV
**Relative energy (zero: lowest compared OMol25 entry of this formula, charge and spin)**: 54.8 kJ/mol
**E_tot**: -83162.49336 eV
**Spin multiplicity**: 1



Record 5
ORCA calculation (wB97M-V/def2-TZVPD) on the molecule C2H6N4S in a non-equilibrium geometry.

```
13
Properties=species:S:1:pos:R:3
C 0.384 -1.763 -0.726
C -0.127 2.030 0.231
N -2.645 -0.235 0.415
N -2.499 -1.297 0.788
N -2.497 0.791 -0.149
N -0.075 -0.514 -0.151
S -0.736 0.721 -0.778
H -0.597 -2.375 -0.965
H 0.962 -1.721 -1.732
H 1.063 -2.207 0.089
H 0.364 2.629 -0.422
H 0.445 1.667 1.142
H -1.124 2.378 0.525
```

Values from the calculation:
**Highest occupied orbital energy**: -9.01 eV
**Relative energy (zero: lowest compared OMol25 entry of this formula, charge and spin)**: 479.7 kJ/mol
**E_tot**: -18962.07399 eV
**Spin multiplicity**: 1



Record 6
ORCA calculation (wB97M-V/def2-TZVPD) on a structure of composition C7H9MoNO2 in a non-equilibrium geometry.

```
20
Properties=species:S:1:pos:R:3
Mo -0.483 0.517 -1.686
C 0.303 -1.111 -3.424
H 1.047 -0.905 -2.626
H 0.349 -2.156 -3.766
H 0.462 -0.461 -4.290
H -0.716 -0.936 -3.033
H -1.978 -0.111 -1.655
O 2.262 2.519 0.757
C 1.366 1.866 0.224
O 1.026 1.867 -1.038
C 0.570 0.935 1.079
C 0.588 0.919 2.475
C -0.248 0.006 3.120
C -1.031 -0.872 2.346
C -1.004 -0.804 0.954
N -0.239 0.142 0.334
H 1.279 1.623 2.943
H -0.275 -0.016 4.205
H -1.686 -1.602 2.813
H -1.592 -1.422 0.267
```

Values from the calculation:
**Highest occupied orbital energy (spin up / spin down)**: -18.20 / -18.21 eV
**Relative energy (zero: lowest compared OMol25 entry of this formula, charge and spin)**: 0.0 kJ/mol
**E_tot**: -14822.93931 eV
**Total charge**: +2
**Spin multiplicity**: 3